(1)
# H14NaO7

A structure of composition H14NaO7 (the ωB97M-V functional and the def2-TZVPD basis, the OMol25 dataset).

Positions of all 22 atoms, in Å:
Na (0.61690, -0.13159, -0.13707)
O (4.07083, -1.51776, 1.39186)
H (3.73664, -2.37547, 1.65429)
H (5.00295, -1.66279, 1.22952)
O (-2.47067, -0.69823, -1.88827)
H (-3.01558, -1.40223, -2.23995)
H (-2.66740, 0.05713, -2.44231)
O (-0.25380, 3.13632, -1.38991)
H (-0.05820, 3.90846, -0.85909)
H (-0.07755, 3.41248, -2.28930)
O (-3.73364, 1.17460, 1.35919)
H (-4.37554, 1.77295, 0.97689)
H (-3.57112, 0.52689, 0.67341)
O (-0.58296, -3.07320, 1.55279)
H (-0.77432, -3.64745, 0.81126)
H (-0.66860, -3.63719, 2.32144)
O (3.25697, -0.18819, -3.24591)
H (3.38575, -0.06137, -4.18589)
H (3.38735, -1.12672, -3.11029)
O (-0.15004, 1.72335, 3.00033)
H (-1.10622, 1.71577, 2.95689)
H (0.04820, 2.09427, 3.86019)

HOMO-LUMO gap in eV: 10.3
Charge: +1
ΔE to the lowest compared entry with this formula, charge and spin in eV: 2.2191
HOMO energy in eV: -14.1



(2)
# C26H36N4O6S

The molecule C26H36N4O6S (the ωB97M-V functional and the def2-TZVPD basis, the OMol25 dataset).

Positions of all 73 atoms, in Å:
C (-7.96951, -2.16608, -4.10903)
C (-8.02309, -1.77473, -2.63876)
H (-8.90388, -1.16519, -2.42511)
H (-8.02866, -2.67192, -2.01172)
O (-6.91538, -0.95690, -2.26992)
C (-5.76503, -1.61708, -1.99092)
O (-5.64972, -2.81979, -2.03726)
N (-4.77701, -0.77466, -1.60867)
C (-4.83352, 0.66273, -1.74560)
H (-5.86510, 0.97560, -1.89424)
C (-3.95878, 1.09325, -2.92894)
N (-2.61292, 0.60025, -2.72404)
C (-1.59227, 1.47325, -2.61801)
O (-1.71528, 2.66144, -2.86792)
C (-0.26156, 0.93300, -2.18917)
C (0.82392, 1.24939, -2.93559)
N (2.10183, 0.94215, -2.61385)
C (2.35930, 0.23819, -1.45940)
C (3.65828, -0.15941, -1.10002)
C (3.88089, -0.84993, 0.06904)
C (2.81877, -1.18213, 0.89918)
C (1.54015, -0.81158, 0.57056)
C (1.28984, -0.09357, -0.60206)
C (-0.10251, 0.29132, -0.89471)
O (-1.01306, 0.09435, -0.10197)
H (0.70492, -1.08205, 1.19783)
S (3.15197, -2.02208, 2.45084)
O (2.05992, -2.89400, 2.75523)
O (4.47872, -2.56132, 2.38376)
N (3.16365, -0.80909, 3.58247)
C (4.24587, 0.13766, 3.47714)
H (5.13922, -0.43171, 3.21838)
C (4.42597, 0.86470, 4.81207)
C (5.55963, 1.88056, 4.72261)
H (5.33944, 2.63284, 3.96778)
H (6.49234, 1.38919, 4.45712)
H (5.69391, 2.38262, 5.67753)
C (3.10334, 1.53019, 5.19750)
C (1.97362, 0.49949, 5.24929)
C (0.63861, 1.14852, 5.59735)
H (-0.14835, 0.40015, 5.64118)
H (0.69846, 1.64435, 6.56319)
H (0.36674, 1.88808, 4.84716)
C (1.88851, -0.21156, 3.89655)
H (1.15877, -1.02083, 3.92489)
H (1.59207, 0.51275, 3.11981)
H (2.21996, -0.25013, 6.00734)
H (3.20450, 2.01754, 6.16914)
H (2.85691, 2.29946, 4.46059)
H (4.67279, 0.11455, 5.56925)
H (4.04692, 0.87469, 2.68008)
H (4.87192, -1.16600, 0.35359)
H (4.50008, 0.06493, -1.73349)
C (3.15330, 1.30668, -3.54544)
C (3.49914, 0.15071, -4.48104)
H (4.28793, 0.45199, -5.16459)
H (3.83541, -0.71738, -3.91994)
H (2.62620, -0.13507, -5.06311)
H (4.03418, 1.63231, -2.98887)
H (2.80018, 2.15823, -4.13123)
H (0.68749, 1.79376, -3.85990)
C (-2.54552, -0.83501, -2.58146)
H (-1.51817, -1.15437, -2.41429)
C (-3.43678, -1.28395, -1.41661)
H (-3.48669, -2.37181, -1.36774)
H (-3.02816, -0.88450, -0.48431)
H (-2.91056, -1.29042, -3.51163)
H (-3.91004, 2.18027, -3.00720)
H (-4.36209, 0.67615, -3.85895)
H (-4.44131, 1.11044, -0.82675)
H (-8.86112, -2.72929, -4.36910)
H (-7.91407, -1.27798, -4.73463)
H (-7.09543, -2.78622, -4.29128)

HOMO-LUMO gap in eV: 8.5
ΔE to the lowest compared entry with this formula, charge and spin in eV: 0.0000
SMILES string: CCOC(=O)N1CCN(C(=O)c2cn(CC)c3ccc(S(=O)(=O)N4C[C@H](C)C[C@H](C)C4)cc3c2=O)CC1
HOMO energy in eV: -8.6